Entry 1:
Here is a structure of composition C28H84BrMnNO17 in a non-equilibrium geometry from the Open Molecules 2025 dataset. Energies are from ωB97M-V/def2-TZVPD.

Geometry as XYZ:
```
132
Properties=species:S:1:pos:R:3:lowdin_spin:R:1
Mn 0.861 2.452 1.965 4.718
Br 3.434 2.285 1.212 0.052
N 0.115 0.090 -0.333 0.006
O 0.775 -0.943 -0.486 0.006
O -0.707 0.342 -1.220 0.004
O 0.293 0.778 0.680 0.032
C 0.998 -4.556 3.403 0.000
C 1.190 -4.237 1.910 0.000
O 0.120 -3.280 1.497 0.000
H 1.388 -5.507 3.767 0.000
H -0.053 -4.501 3.687 0.000
H 1.541 -3.939 4.119 0.000
H 1.078 -5.170 1.357 0.000
H 2.167 -3.771 1.782 0.000
H 0.420 -2.914 0.661 0.000
C -2.883 3.696 3.553 0.001
C -2.165 2.407 3.662 0.006
O -1.210 2.395 2.603 0.033
H -2.224 4.532 3.785 0.000
H -3.787 3.783 4.157 0.000
H -3.366 3.834 2.586 0.000
H -2.814 1.533 3.608 0.001
H -1.534 2.467 4.549 0.000
H -1.714 2.272 1.796 0.001
C 2.878 -3.561 -3.820 0.000
C 2.144 -3.615 -2.457 0.000
O 2.698 -2.527 -1.682 0.000
H 2.793 -4.574 -4.213 0.000
H 3.948 -3.384 -3.716 0.000
H 2.530 -2.922 -4.632 0.000
H 2.641 -4.397 -1.883 0.000
H 1.061 -3.729 -2.446 0.000
H 1.994 -1.965 -1.351 0.000
C -7.126 -1.940 -1.198 0.000
C -6.201 -1.196 -2.128 0.000
O -5.217 -1.965 -2.869 0.000
H -6.480 -2.599 -0.618 0.000
H -7.737 -2.622 -1.790 0.000
H -7.568 -1.288 -0.445 0.000
H -5.691 -0.349 -1.668 0.000
H -6.824 -0.724 -2.887 0.000
H -4.395 -1.869 -2.383 0.000
C -1.265 -1.888 -3.691 0.000
C -1.792 -2.522 -2.445 0.000
O -2.730 -1.572 -1.852 0.000
H -0.603 -1.072 -3.400 0.000
H -2.103 -1.451 -4.234 0.000
H -0.832 -2.693 -4.286 0.000
H -0.973 -2.854 -1.807 0.000
H -2.253 -3.465 -2.741 0.000
H -2.209 -0.870 -1.455 0.000
C -5.283 3.564 -0.070 0.000
C -5.127 2.258 0.718 0.000
O -3.695 1.903 0.663 0.000
H -5.018 3.581 -1.128 0.000
H -4.789 4.341 0.513 0.000
H -6.316 3.903 0.002 0.000
H -5.734 1.542 0.164 0.000
H -5.473 2.317 1.750 0.000
H -3.337 1.929 -0.227 0.000
C -4.629 1.830 -3.459 0.000
C -3.204 1.473 -3.217 0.000
O -2.900 1.834 -1.879 0.000
H -4.964 1.694 -4.488 0.000
H -4.758 2.873 -3.167 0.000
H -5.229 1.288 -2.729 0.000
H -2.605 1.971 -3.980 0.000
H -3.014 0.431 -3.474 0.000
H -1.973 1.623 -1.748 0.000
C 0.433 6.209 4.132 0.001
C 1.480 5.433 3.250 0.004
O 1.192 4.074 3.379 0.038
H 0.635 6.118 5.200 0.000
H -0.638 6.080 3.975 0.000
H 0.713 7.233 3.882 0.000
H 2.517 5.578 3.553 0.000
H 1.395 5.719 2.202 0.000
H 1.325 3.841 4.301 0.002
C 3.252 0.476 -3.776 0.000
C 4.548 -0.172 -3.225 0.000
O 4.877 0.049 -1.902 0.000
H 2.399 0.276 -3.127 0.000
H 2.977 -0.005 -4.715 0.000
H 3.398 1.513 -4.079 0.000
H 5.321 0.299 -3.832 0.000
H 4.507 -1.253 -3.354 0.000
H 4.317 -0.600 -1.471 0.000
C 1.614 4.316 -1.549 0.000
C 0.272 3.778 -0.947 0.005
O 0.200 3.884 0.513 0.040
H 1.684 4.011 -2.593 0.000
H 2.537 3.951 -1.098 0.000
H 1.524 5.402 -1.551 0.000
H 0.097 2.762 -1.302 0.000
H -0.592 4.241 -1.424 0.001
H -0.329 4.664 0.695 0.003
C 0.262 -1.059 4.124 0.001
C 1.496 -0.371 3.610 0.004
O 1.258 1.037 3.597 0.035
H -0.481 -1.168 3.334 0.000
H -0.258 -0.488 4.894 0.000
H 0.472 -2.030 4.573 0.000
H 1.863 -0.710 2.641 0.000
H 2.349 -0.626 4.239 0.001
H 1.089 1.276 4.511 0.002
C -3.994 -2.681 1.112 0.000
C -3.159 -1.466 1.488 0.000
O -4.076 -0.432 1.934 0.000
H -3.365 -3.554 1.283 0.000
H -4.302 -2.560 0.073 0.000
H -4.876 -2.790 1.742 0.000
H -2.615 -1.043 0.643 0.000
H -2.358 -1.727 2.179 0.000
H -3.847 0.425 1.567 0.000
C 4.749 -1.648 1.264 0.000
C 5.274 -0.851 2.496 0.000
O 6.182 0.227 2.162 0.001
H 4.158 -1.014 0.603 0.000
H 4.195 -2.576 1.406 0.000
H 5.593 -1.859 0.607 0.000
H 5.832 -1.514 3.157 0.000
H 4.395 -0.594 3.088 0.000
H 7.029 -0.116 2.457 0.000
C 6.015 -3.509 -1.897 0.000
C 7.033 -2.668 -2.728 0.000
O 8.356 -2.990 -2.267 0.000
H 5.104 -3.026 -1.546 0.000
H 6.444 -3.635 -0.903 0.000
H 5.834 -4.495 -2.326 0.000
H 6.936 -1.585 -2.647 0.000
H 6.904 -2.900 -3.785 0.000
H 8.282 -3.947 -2.268 0.000
```

Values from the calculation:
LUMO (spin up / spin down) in eV: -0.3970 / -0.4066
Frontier orbital gap (spin up / spin down) in Ha: 0.2862 / 0.2867
Relative energy (zero: lowest compared OMol25 entry of this formula, charge and spin) in eV: 1.8416
Calculated total energy in a.u.: -6175.8266
Expectation value of S²: 8.752
Multiplicity: 6



Entry 2:
Here is a cluster of 12 separate species, C28H84N12O12 in total in a non-equilibrium geometry from the Open Molecules 2025 dataset. Energies are from ωB97M-V/def2-TZVPD.

Geometry as XYZ:
```
136
Properties=species:S:1:pos:R:3:lowdin_charge:R:1
C 8.832 -2.666 8.150 -0.059
O 9.853 -3.355 7.349 -0.178
C 10.557 -4.268 8.119 -0.274
C 11.555 -5.083 7.374 -0.443
C 10.941 -6.229 6.617 -0.070
N 12.474 -5.644 8.393 0.028
H 9.324 -2.253 9.031 0.080
H 8.147 -3.475 8.402 0.084
H 8.270 -1.867 7.667 0.083
H 10.993 -3.757 8.978 0.119
H 9.878 -5.045 8.470 0.127
H 12.222 -4.593 6.664 0.140
H 10.129 -5.875 5.981 0.083
H 10.437 -6.951 7.260 0.079
H 11.762 -6.685 6.064 0.082
H 12.592 -4.915 9.082 0.054
H 12.015 -6.335 8.968 0.065
C 18.716 -4.922 15.970 -0.096
O 19.143 -3.702 15.326 -0.187
C 19.383 -2.652 16.283 -0.190
C 19.858 -1.337 15.580 -0.450
C 21.292 -1.311 15.138 -0.082
N 19.696 -0.219 16.458 0.023
H 17.662 -4.906 16.247 0.081
H 19.378 -5.147 16.805 0.084
H 18.721 -5.650 15.158 0.085
H 18.466 -2.398 16.814 0.107
H 19.982 -2.967 17.138 0.118
H 19.256 -1.070 14.711 0.141
H 22.017 -1.507 15.928 0.077
H 21.570 -0.341 14.728 0.078
H 21.626 -1.987 14.351 0.077
H 20.337 -0.380 17.221 0.070
H 18.818 -0.347 16.941 0.065
C 5.217 -16.431 16.757 -0.132
O 6.094 -17.483 16.831 -0.207
C 7.402 -17.208 17.301 -0.181
C 8.188 -18.540 17.571 -0.375
C 7.413 -19.516 18.585 -0.053
N 9.528 -18.359 18.132 -0.002
H 4.308 -16.813 16.291 0.093
H 5.720 -15.694 16.131 0.086
H 4.958 -16.022 17.734 0.089
H 7.921 -16.600 16.559 0.114
H 7.338 -16.530 18.152 0.122
H 8.370 -19.131 16.674 0.124
H 6.517 -19.806 18.037 0.059
H 7.201 -19.180 19.600 0.076
H 7.798 -20.529 18.474 0.062
H 10.158 -17.848 17.530 0.059
H 10.030 -19.222 18.283 0.064
C 4.712 -7.563 20.098 -0.096
O 3.862 -7.569 21.267 -0.196
C 4.160 -6.605 22.268 -0.212
C 2.984 -5.626 22.247 -0.403
C 2.937 -4.786 20.952 -0.070
N 3.208 -4.642 23.323 0.015
H 4.173 -8.305 19.510 0.090
H 5.727 -7.874 20.346 0.083
H 4.802 -6.666 19.485 0.075
H 4.298 -7.030 23.262 0.118
H 5.144 -6.148 22.163 0.122
H 2.049 -6.181 22.319 0.142
H 3.772 -4.090 20.876 0.081
H 1.976 -4.291 20.806 0.076
H 2.984 -5.489 20.120 0.057
H 3.993 -4.051 23.087 0.060
H 2.489 -3.945 23.191 0.059
N 11.901 -14.621 22.959 0.174
C 12.034 -13.389 22.797 -0.819
N 12.475 -12.742 23.875 0.155
O 11.791 -12.843 21.735 0.017
H 11.739 -15.221 22.163 0.137
H 12.162 -15.002 23.858 0.118
H 12.407 -13.254 24.743 0.101
H 12.542 -11.736 23.816 0.115
N 12.429 -10.608 15.916 0.141
C 13.064 -11.333 15.002 -0.725
N 13.408 -12.487 15.562 0.143
O 13.456 -10.865 13.925 0.005
H 12.339 -11.030 16.829 0.101
H 12.308 -9.622 15.734 0.119
H 13.124 -12.698 16.508 0.102
H 13.958 -13.179 15.073 0.115
N 7.189 -11.282 12.042 0.159
C 6.291 -10.387 11.869 -0.818
N 5.225 -10.890 11.352 0.161
O 6.556 -9.197 11.907 0.023
H 8.145 -11.052 12.275 0.127
H 6.984 -12.268 11.965 0.111
H 5.055 -11.884 11.308 0.113
H 4.539 -10.234 11.007 0.124
N 17.811 -11.304 9.000 0.144
C 18.083 -11.091 7.723 -0.744
N 17.423 -10.028 7.237 0.147
O 18.734 -11.883 7.063 0.026
H 17.128 -10.770 9.519 0.104
H 18.491 -11.837 9.523 0.113
H 16.735 -9.493 7.747 0.101
H 17.385 -9.882 6.238 0.109
C 17.978 -19.986 14.044 -0.090
C 17.438 -18.800 14.959 -0.290
O 17.076 -17.834 14.004 -0.103
H 18.798 -19.783 13.355 0.066
H 17.125 -20.349 13.471 0.064
H 18.332 -20.748 14.738 0.057
H 18.334 -18.463 15.480 0.100
H 16.622 -19.121 15.606 0.110
H 17.810 -17.278 13.732 0.086
C 8.874 -2.889 17.062 -0.089
C 8.389 -3.481 15.718 -0.323
O 9.080 -4.687 15.510 -0.088
H 8.305 -1.983 17.273 0.067
H 9.947 -2.700 17.093 0.068
H 8.781 -3.583 17.897 0.068
H 8.679 -2.840 14.885 0.107
H 7.322 -3.685 15.806 0.109
H 8.478 -5.224 14.990 0.081
C 11.036 -21.294 10.776 -0.084
C 11.917 -20.033 11.022 -0.327
O 11.244 -18.868 10.595 -0.074
H 10.194 -21.453 11.450 0.066
H 11.684 -22.156 10.933 0.064
H 10.706 -21.292 9.737 0.070
H 12.804 -20.130 10.396 0.102
H 12.256 -20.025 12.058 0.106
H 11.566 -18.227 11.233 0.077
C 15.479 -6.913 21.824 -0.119
C 14.229 -6.191 21.729 -0.437
O 13.905 -5.554 22.860 -0.021
H 15.420 -7.667 22.609 0.075
H 16.275 -6.254 22.170 0.082
H 15.777 -7.440 20.917 0.083
H 13.501 -6.952 21.446 0.116
H 14.338 -5.588 20.828 0.119
H 13.358 -6.097 23.432 0.102
```

Values from the calculation:
LUMO in eV: 0.0895
Frontier orbital gap in Ha: 0.3472
Relative energy (zero: lowest compared OMol25 entry of this formula, charge and spin) in eV: 5.7127
SMILES string: COC[C@H](C)N.COC[C@H](C)N.COC[C@H](C)N.COC[C@H](C)N.NC(N)=O.NC(N)=O.NC(N)=O.NC(N)=O.CCO.CCO.CCO.CCO
Calculated total energy in a.u.: -2676.9774
Multiplicity: 1



Entry 3:
Here is a cluster of 14 separate species, C28H84O14S14 in total in a non-equilibrium geometry from the Open Molecules 2025 dataset. Energies are from ωB97M-V/def2-TZVPD.

Geometry as XYZ:
```
140
Properties=species:S:1:pos:R:3:lowdin_charge:R:1
C 3.918 -5.534 -3.886 -0.244
S 2.272 -5.027 -3.181 0.838
O 2.181 -5.729 -1.860 -0.591
C 2.833 -3.336 -2.590 -0.230
H 4.777 -5.491 -3.216 0.057
H 4.158 -4.781 -4.637 0.041
H 3.895 -6.494 -4.402 0.048
H 3.689 -3.537 -1.946 0.044
H 2.229 -2.810 -1.850 0.021
H 3.199 -2.728 -3.417 0.044
C -4.371 4.500 -1.633 -0.227
S -3.743 3.182 -0.475 0.869
O -2.388 3.596 0.230 -0.588
C -5.174 3.351 0.756 -0.234
H -5.437 4.708 -1.542 0.048
H -4.256 4.134 -2.653 0.015
H -3.797 5.388 -1.366 0.045
H -5.081 2.634 1.572 0.016
H -6.142 3.176 0.288 0.048
H -5.312 4.303 1.269 0.057
C 2.816 -0.911 5.092 -0.230
S 1.792 0.656 5.033 0.852
O 1.047 0.648 3.700 -0.595
C 0.448 0.123 6.210 -0.233
H 2.105 -1.737 5.073 0.033
H 3.527 -0.826 5.914 0.054
H 3.395 -0.956 4.169 0.019
H 0.853 -0.040 7.209 0.056
H 0.017 -0.772 5.761 0.051
H -0.164 1.021 6.287 0.033
C 3.269 -2.937 1.560 -0.217
S 2.649 -3.898 3.076 0.858
O 1.143 -4.125 2.913 -0.588
C 3.248 -5.544 2.498 -0.252
H 2.724 -3.245 0.668 0.042
H 4.328 -3.190 1.509 0.050
H 3.277 -1.877 1.813 0.014
H 4.187 -5.783 2.997 0.042
H 3.289 -5.644 1.413 0.048
H 2.599 -6.394 2.708 0.054
C -3.072 0.594 6.177 -0.269
S -3.769 0.269 4.502 0.876
O -4.468 1.561 3.979 -0.580
C -2.108 0.423 3.783 -0.289
H -3.871 0.782 6.894 0.049
H -2.445 1.484 6.139 0.048
H -2.645 -0.370 6.454 0.046
H -1.578 1.370 3.879 0.062
H -2.256 0.310 2.709 0.024
H -1.493 -0.434 4.057 0.038
C -2.492 0.630 -3.163 -0.258
S -2.524 2.224 -4.123 0.834
O -1.162 2.913 -3.837 -0.578
C -2.511 1.476 -5.827 -0.236
H -2.464 0.737 -2.079 0.020
H -1.556 0.132 -3.415 0.036
H -3.326 0.001 -3.473 0.028
H -3.343 0.823 -6.091 0.055
H -1.496 1.174 -6.085 0.049
H -2.808 2.353 -6.402 0.030
C 3.146 0.735 -3.237 -0.251
S 2.123 1.403 -4.639 0.858
O 3.111 2.297 -5.341 -0.571
C 2.058 -0.152 -5.552 -0.281
H 4.201 0.597 -3.473 0.056
H 2.707 -0.238 -3.015 -0.011
H 3.159 1.345 -2.333 0.036
H 1.407 -0.032 -6.418 0.046
H 1.651 -0.977 -4.967 0.030
H 3.007 -0.632 -5.790 0.056
C 2.691 6.455 1.969 -0.237
S 1.655 6.163 3.483 0.867
O 0.484 7.158 3.230 -0.593
C 1.121 4.451 3.007 -0.264
H 2.137 6.416 1.031 0.053
H 3.485 5.709 2.018 -0.002
H 3.193 7.394 2.205 0.046
H 1.895 3.706 3.191 0.023
H 0.619 4.442 2.040 0.047
H 0.406 4.080 3.741 0.038
C 4.019 1.144 1.867 -0.269
S 4.415 2.785 1.117 0.872
O 3.110 3.586 0.893 -0.562
C 5.331 3.532 2.523 -0.260
H 3.512 0.512 1.138 -0.017
H 3.205 1.235 2.586 0.011
H 4.876 0.635 2.309 0.057
H 5.401 4.569 2.193 0.030
H 6.372 3.233 2.644 0.056
H 4.759 3.668 3.441 0.056
C -0.734 5.453 -1.125 -0.255
S -0.027 7.117 -1.562 0.846
O -0.840 7.736 -2.737 -0.604
C -0.481 8.012 0.014 -0.249
H -1.804 5.434 -0.920 0.006
H -0.342 5.160 -0.151 0.023
H -0.387 4.699 -1.831 0.039
H -1.555 8.023 0.196 0.052
H -0.145 9.048 -0.048 0.044
H -0.035 7.552 0.896 0.003
C -4.404 -0.657 0.625 -0.235
S -5.190 -2.311 0.172 0.859
O -6.698 -2.072 -0.020 -0.589
C -4.446 -2.423 -1.515 -0.257
H -3.386 -0.806 0.986 0.022
H -4.911 -0.231 1.491 0.033
H -4.498 0.078 -0.174 0.030
H -5.014 -3.119 -2.133 0.061
H -3.409 -2.727 -1.372 0.006
H -4.521 -1.420 -1.936 0.033
C -0.331 -5.977 0.704 -0.246
S -2.054 -6.562 0.370 0.885
O -2.730 -5.263 -0.152 -0.588
C -1.558 -7.512 -1.074 -0.287
H -0.439 -6.011 1.788 0.020
H -0.374 -4.931 0.401 0.036
H 0.475 -6.596 0.311 0.047
H -1.274 -6.925 -1.947 0.046
H -2.465 -8.047 -1.355 0.039
H -0.801 -8.274 -0.890 0.057
C 0.319 -1.292 0.866 -0.213
S 1.268 -0.070 -0.217 0.878
O 0.911 -0.681 -1.588 -0.595
C 0.132 1.356 0.090 -0.224
H 0.438 -1.015 1.913 0.024
H 0.597 -2.291 0.527 0.023
H -0.759 -1.240 0.715 0.042
H 0.206 1.747 1.105 0.044
H -0.930 1.234 -0.121 0.038
H 0.420 2.175 -0.569 0.051
C -0.818 -3.526 -2.396 -0.242
S -2.136 -3.633 -3.729 0.880
O -2.342 -2.135 -4.108 -0.580
C -0.963 -4.484 -4.862 -0.270
H -0.409 -4.485 -2.076 0.019
H -1.184 -2.950 -1.547 0.037
H 0.023 -2.993 -2.840 0.022
H -0.063 -3.893 -5.032 0.039
H -1.443 -4.615 -5.832 0.049
H -0.762 -5.400 -4.307 0.033
```

Values from the calculation:
LUMO in eV: -0.3860
Frontier orbital gap in Ha: 0.2704
Relative energy (zero: lowest compared OMol25 entry of this formula, charge and spin) in eV: 4.5296
Calculated total energy in a.u.: -7744.5659
Multiplicity: 1